# 1
This record from the Open Molecules 2025 dataset describes a 10-piece molecular cluster, C42H84O34P4 overall. The level of theory is ωB97M-V with the def2-TZVPD basis set.

Energy above the lowest of the compared OMol25 structures with the same formula, charge and spin   0.00 kcal/mol
Frontier orbital gap   0.37251 hartree
SMILES string   CCOP(=O)(OCC)OCC.CCOP(=O)(OCC)OCC.CCOP(=O)(OCC)OCC.CCOP(=O)(OCC)OCC.O=C1OCCO1.O=C1OCCO1.O=C1OCCO1.O=C1OCCO1.O=C1OCCO1.O=C1OCCO1
LUMO   0.035 eV
HOMO energy   -10.10 eV
Electronic energy   -5574.64263 hartree

```
! RIJCOSX wB97M-V def2-TZVPD def2/J DEFGRID3
* xyz 0 1
H 5.7872 2.1202 2.2939
H 1.1420 -0.5965 -2.7999
C -2.6298 3.1577 -0.0400
H 4.6360 4.9022 6.8404
O 3.9041 5.4126 -3.0606
H 4.1820 -8.1780 4.7775
H 3.7610 3.5665 7.5030
H 0.1891 4.7340 -4.8794
C 3.3291 -3.2283 -4.5125
C -3.3288 1.1258 0.7693
H 0.6942 5.5890 2.0030
C 0.2635 1.0065 2.8394
C 2.5419 6.0198 -5.8083
O -4.2753 -5.1829 -3.9926
H 3.9112 -7.8969 3.0840
O -3.6256 2.8365 -0.8496
H 4.2586 -2.6704 -4.3991
O -7.0146 -1.2995 -2.0597
O 2.0903 6.5399 -4.5991
H -3.9313 0.8235 1.6259
H 2.6234 7.9293 -6.5915
C 2.2075 -3.2126 3.8253
H -0.6501 -5.7582 -2.1518
C -2.0772 -1.8303 3.7467
C -9.4278 -3.7256 0.4362
O -0.6889 -2.2366 0.5057
C 3.3816 -2.3342 0.4946
H -4.2227 1.0271 -1.2270
O 1.6370 4.2273 2.9730
H -2.5397 -2.5753 3.0993
H -5.0106 -4.2469 -0.3707
H 2.8908 -1.5340 -1.5961
C 1.7583 -2.3924 5.0276
O 0.9896 2.3471 4.5892
H 0.7612 1.8574 -4.0130
H 1.7042 5.6720 -6.4128
C 1.6961 -1.9685 -5.3908
O 1.7613 4.2246 -3.5453
C -7.5679 -0.2592 -2.7709
H -4.0717 -2.5459 1.0862
C 1.3908 4.1500 0.6219
O 2.2100 -2.4070 -4.2043
H 3.3378 -4.0197 -3.7630
H 3.8957 -3.7372 -6.6214
H 0.9318 4.7844 -0.1363
O 3.5675 -3.6270 1.0934
H -9.3591 -1.3191 -3.4987
C 4.4592 4.7454 -1.9442
C 4.1762 1.3666 0.0857
H 3.3279 1.2684 3.0565
C -5.1807 -3.1981 -0.6139
O -2.6740 -5.4177 -2.3911
H -8.0758 0.3772 -2.0463
H -1.3903 -2.0254 5.8174
O 4.8489 2.4122 0.5578
H -0.6344 -0.4354 -3.1169
O -6.5055 -0.1878 0.2506
C 3.1110 -2.4408 -1.0329
C 4.3607 3.8661 6.6435
O 4.0334 1.1616 -1.1189
H -1.0394 -2.9470 -3.1582
C 4.7607 2.3093 1.9797
O 3.6579 0.6554 1.0251
H -1.3837 -4.3491 -1.2785
C 4.9682 5.8140 -0.8974
O -4.0139 0.7844 4.6569
C 3.7473 -7.4689 4.0730
C -1.3722 -4.9427 -2.1925
C -0.1332 1.6485 4.1759
H 2.3986 -2.6340 5.8760
O -3.1200 -1.1122 5.5939
O -2.1808 -4.3170 -4.1891
C -3.9663 -2.5184 0.0017
H 1.7499 -1.3422 4.7356
H 3.6240 6.7299 -7.5222
H -0.1586 4.0208 2.0237
H 4.4834 -5.4967 4.9271
P 1.1408 3.9616 4.5176
C -8.4758 -0.8039 -3.8762
H -8.6217 -0.0189 -4.6181
H 2.6186 -1.6489 0.8638
O -6.4375 -2.8300 -0.0503
O 1.6305 6.4064 -2.0332
H 5.2887 4.1519 -2.3288
O -2.6277 2.3292 1.0158
H -5.2730 1.9108 -0.1480
O 5.8616 -3.4823 2.4051
H 4.1683 3.1274 2.3893
H 1.2093 3.1029 0.3796
O 0.7367 -1.1648 -5.4068
O -2.8248 -0.6455 3.5005
H 5.9345 6.1890 -1.2344
C 0.1406 -0.6047 -2.3694
C 0.8113 4.5082 1.9247
P 4.3944 -3.7936 2.4614
C -1.0941 -4.0200 -3.3421
O 2.3587 4.3557 5.5101
C -0.4064 -1.4780 -0.4000
H 4.2516 -1.7328 0.7580
C 4.0816 1.0078 2.3134
H -6.8061 0.3473 -3.2607
C 3.0274 -3.7669 -5.9632
H 2.4589 -3.2819 -1.2686
P 2.3154 5.7322 -3.1880
H -8.3857 -4.0396 0.4955
P -7.0765 -1.3829 -0.4392
H -9.2305 -2.8002 -1.6060
C 4.4372 -6.0454 3.9864
H 4.1225 3.9583 4.5412
H -10.4990 -2.0692 -0.5561
H 3.3497 2.5435 5.4029
H 0.9738 0.1956 3.0002
O 3.9609 -5.2946 2.8683
H -3.9415 -1.4755 -0.3143
H 2.5086 -4.7247 -5.9215
H 5.4763 -6.2545 3.7322
O 0.0334 -1.8218 -1.5868
C 0.5389 2.5874 -4.7913
H -2.9955 -2.9784 -0.1831
H 1.2707 2.4569 -5.5885
H 1.1482 0.7825 -1.1146
H 4.1927 7.3923 -5.9989
O -1.7890 4.0788 -0.2229
O 2.2282 -2.7083 -6.4454
C 0.1162 0.5150 -1.3412
H -0.6238 0.5634 2.3871
O -0.4433 -0.1372 -0.2186
H 2.6605 -7.4382 4.1504
H -0.2522 0.7858 4.8314
H 5.0637 5.4676 0.1317
H 4.0772 -2.7582 -1.4252
H -9.6935 -3.3735 1.4330
H 4.7841 0.3096 2.7686
H -1.0326 2.2559 4.0749
O -0.1295 4.6101 4.9232
C -2.2949 -2.1429 5.2208
H 0.7316 -2.6885 5.2427
H -2.8123 -3.0773 5.4384
C -9.5259 -2.5594 -0.5848
H -0.2636 4.2226 -3.3438
H 2.0998 -4.2895 3.9548
H -0.2280 -4.3307 -3.9265
H -1.0519 -1.7115 3.3965
C -3.4218 -0.3156 4.5442
H 3.2936 5.2352 -5.7221
C 0.4918 4.0288 -4.1053
H -0.3929 1.4327 -1.6359
C 3.3010 7.0771 -6.5407
H -2.6577 0.3495 0.4014
C 3.5348 3.6176 5.3937
H -5.3115 -3.0432 -1.6849
H -8.0504 -1.6637 -4.3937
H 4.2541 6.6224 -0.7402
C -3.1576 -4.9458 -3.5410
H 1.6374 -2.8295 2.9789
H -0.4493 2.4241 -5.2213
H 0.6475 1.6436 2.0427
C -4.2280 1.6777 -0.3524
H -10.1643 -4.5194 0.3120
O -8.6596 -1.5928 -0.0344
H 5.2341 3.2155 6.6883
H 2.4791 4.1972 0.5834
H 3.8181 4.1557 -1.2889
O 3.5426 -2.8461 3.4743
*
```

# 2
This record from the Open Molecules 2025 dataset describes a 14-piece molecular cluster, C42H84O42 overall. The level of theory is ωB97M-V with the def2-TZVPD basis set.

Energy above the lowest of the compared OMol25 structures with the same formula, charge and spin   65.97 kcal/mol
Frontier orbital gap   0.40490 hartree
LUMO   0.471 eV
HOMO energy   -10.55 eV
Electronic energy   -4810.82205 hartree

```
! RIJCOSX wB97M-V def2-TZVPD def2/J DEFGRID3
* xyz 0 1
O 3.4437 -0.0312 3.6758
C 5.5632 1.0398 0.3540
C 0.4028 -2.3709 5.9584
C -1.8678 -4.7654 4.2494
H -4.3883 5.5742 2.7924
H 5.8107 -4.9173 -1.5637
O -2.2877 -1.1050 -4.3226
O 6.1484 2.3060 0.3949
H -1.1020 -2.2971 -2.0615
H -4.6976 4.4033 1.5511
H -0.3638 -1.0005 3.1080
C -0.2529 -0.1285 -0.6227
O -2.4343 -4.6427 0.8708
H -3.2759 0.5272 -0.2409
H -5.6661 -1.4762 -3.3860
C 9.0845 4.1556 0.2287
O 2.5679 4.9487 1.9325
H 2.8682 3.4425 5.1887
O -0.5133 -2.2805 6.7300
O 1.7829 1.2716 4.4863
O -8.2904 0.0903 1.7528
H -11.4311 -0.4481 -0.2299
H -3.1270 -0.7022 -1.4578
O 6.1258 2.7225 -4.2612
H -4.2934 -4.9455 0.0802
O -2.9709 3.8257 -3.7782
C 7.4468 2.4741 0.2185
C 3.6337 -6.6721 3.9520
H 1.8594 1.0730 0.3254
O 3.1746 3.1331 0.8053
H 1.5911 -2.0136 8.2500
H 1.8649 -1.1489 -3.3384
C 2.6451 -0.7101 2.6813
O -6.5298 -3.0908 -2.4365
C 2.9375 1.0205 4.2990
H 2.4732 -2.4371 -4.3834
H 1.3597 -3.6864 7.9984
C -10.5152 -0.5989 0.3284
H -0.9380 -5.0506 4.7330
H 3.3648 -7.3446 4.7640
H 2.0137 4.7242 3.8717
H 3.5697 3.6742 -1.4623
H 5.5609 0.5816 -0.6363
H -1.5717 0.9090 -5.9643
H 2.6029 -1.7507 2.9892
C 5.1637 -4.4663 -0.8088
C 1.8371 4.2304 2.9196
O -2.7197 4.7783 1.8991
O -3.3038 5.4422 -5.1811
C -2.6217 -0.2643 -0.5939
O 0.7130 0.5487 -1.2697
O -4.2684 3.4232 -5.5323
O 4.4556 4.0490 -4.7844
H -2.2697 -3.9000 4.7769
C -4.0802 6.0742 -6.1866
H -6.3872 -2.4754 1.2597
H 9.6817 3.4074 -0.2857
C -6.3970 -2.6242 -1.2121
C -8.4673 0.5424 0.6602
C -0.8189 -2.9877 -2.8561
H 7.5350 1.2292 -3.7583
O -1.3850 0.1750 -1.1764
C 3.1176 4.3403 0.9152
H 0.2706 4.5597 -0.8968
H 2.5745 2.2526 -5.0274
C 4.8286 3.0302 -4.2849
O 3.4296 5.2003 -0.0371
O 0.4315 -1.9887 4.6899
H -4.4729 2.7007 -3.0194
C 1.9923 0.6140 -0.6530
H 3.2470 -0.6014 1.7812
O -2.9219 3.1004 0.4047
H 4.5274 -5.2333 -0.3738
H -5.6952 0.3253 0.1681
C -1.0105 0.1000 -6.4337
H 3.0010 -2.9985 7.8673
H -2.4332 -1.0573 0.1246
O 1.2222 -4.6135 2.4873
H -3.2009 1.7651 -3.7124
H -1.6358 -0.4183 -7.1570
O 3.6158 -1.9981 -2.6875
H -0.2229 0.6178 -6.9786
H -3.0424 -4.4340 -1.0932
O 3.4788 -4.2105 -3.0728
H -1.6180 -3.6990 -3.0715
C -1.1504 -1.3696 -4.6076
C -6.2372 1.2576 0.3174
H 4.6197 3.5517 5.4969
H -2.9155 2.6327 -2.1191
O 7.7447 3.7521 0.4470
H -3.7696 -3.2771 -0.1041
O 8.2343 1.6035 -0.0473
H 6.8723 2.2221 -2.4712
H -1.1946 3.3807 -1.1970
O 2.4164 -6.0087 3.6138
C 2.4363 -5.0886 2.6689
H 0.7716 4.2505 2.6983
C 3.9139 4.6914 -1.2612
H -8.2055 -2.3931 1.2366
H -4.5517 5.3974 -6.9005
C 3.7581 2.8916 5.4943
H -6.0967 -2.7119 -4.4856
H 5.8641 -4.1491 -0.0380
H 5.9955 0.2757 1.0105
C -2.6847 -4.2738 2.1213
H 3.5641 2.6239 6.5358
C -3.4168 -4.3132 -0.0793
C -0.4491 3.8358 -0.5390
H 1.6700 -0.2414 2.5868
H -6.1721 1.5750 1.3616
H 0.3106 -4.1389 0.6507
C -7.3138 -2.9396 0.9404
H 9.1118 5.1046 -0.3044
C -3.3827 2.6466 -3.0951
H -4.7903 -3.1470 -3.4306
H -2.6058 -5.5634 4.3412
C 1.9535 -2.8420 7.6347
H -7.4340 -3.9059 1.4304
O 1.6846 -2.6536 6.2613
H -3.3243 6.6220 -6.7519
C -3.5530 4.1687 -4.9158
O -0.0606 -0.9520 0.2462
C 2.7131 2.1177 -3.9512
C -0.6673 -1.2800 4.1096
H 9.5490 4.3656 1.1943
O -0.3811 -2.2669 -3.9785
O -1.0605 4.3522 0.6284
O -9.5287 0.3226 -0.1066
O -0.3977 -0.7681 -5.4968
O -5.5514 -1.8418 -0.8452
H 5.0033 4.6288 -1.1736
H -1.5398 -1.9373 4.0655
C -4.0364 4.6262 2.3922
C -5.7067 -2.5600 -3.4784
O 4.0748 2.1685 -3.6079
H -10.6915 -0.4512 1.3978
O -7.4078 -3.0911 -0.4903
H -1.0105 -0.4672 4.7488
H 2.0106 2.7129 -3.3690
H -5.7184 2.0391 -0.2369
H -10.0815 -1.5968 0.2304
C 6.6247 1.7061 -3.4048
C -2.2913 3.9788 0.9400
C 3.8684 -3.2815 -2.4130
H 1.7591 -3.1124 1.1160
C 0.9005 -3.6927 1.4454
H 0.2550 -2.9825 1.9584
O 3.9858 1.7479 4.6965
H 2.2291 3.2153 2.9588
H 3.2561 -0.8699 -4.3686
H 0.0053 -3.6138 -2.5149
C 2.7696 -1.6132 -3.7341
H 4.5477 1.0404 0.7461
H 4.4267 -5.9732 4.1919
O 3.3852 -4.7870 1.9696
H 3.9175 -7.3793 3.1706
H -4.8716 6.6965 -5.7726
H 3.6013 5.3295 -2.0836
O -1.6084 -4.5448 2.8690
O -3.6837 -3.7616 2.5471
H -4.0847 3.8477 3.1521
H 2.4495 -0.3777 -0.6487
H 5.9266 0.9124 -3.1400
O 4.4635 -3.3141 -1.2311
H 2.7199 1.2423 -1.1661
H 0.0387 2.8712 -0.3217
H 2.2864 1.1110 -3.8989
O -7.5909 1.1983 -0.0759
*
```

# 3
This record from the Open Molecules 2025 dataset describes a 5-piece molecular cluster, C42H89BrN3O13 overall. The level of theory is ωB97M-V with the def2-TZVPD basis set.

Frontier orbital gap   0.31907 hartree
LUMO   -2.126 eV
HOMO energy   -10.81 eV
Electronic energy   -5369.73742 hartree

```
! RIJCOSX wB97M-V def2-TZVPD def2/J DEFGRID3
* xyz 1 1
C -4.9847 -8.9992 0.0594
H 2.2907 -2.1228 0.0981
C -2.0162 1.6794 -1.4020
H 2.9023 2.3434 -3.0788
H 3.3796 -2.3315 -6.0373
H -5.1946 -8.9187 1.1286
C -1.5232 3.1116 -1.6342
H 6.6146 -1.3237 -3.1573
C -2.9556 1.9873 1.5829
H 5.6633 4.1328 -1.7554
C -7.2292 -0.3422 3.3327
H -0.2000 -0.1419 1.8003
H -5.8454 -6.1740 -1.1389
H -7.1764 -1.6396 5.0441
H -0.1691 2.6432 -3.2733
H -3.6250 0.7784 3.2190
H -3.9415 2.3020 1.2406
C -3.7263 -6.7671 2.4382
H 7.8699 0.0224 -0.3334
C -2.1919 4.0670 5.3441
H 4.4558 -1.0199 0.5541
C -3.3088 3.0325 5.2606
C 2.3818 -1.5235 1.0078
O -0.3403 4.5103 2.2446
O -0.9203 4.5817 -3.5371
C -3.8394 2.8151 3.8358
O -4.7008 -7.7343 -0.5131
C 3.6542 -1.5600 -5.3151
H -3.4110 0.2799 0.3646
H 1.3731 -4.6048 -5.8671
Br 2.0487 2.5420 0.3852
H -3.6309 5.5075 4.5715
H 5.3927 3.2763 -0.2515
O 6.9242 -1.6305 -1.1654
C -0.8150 5.6333 2.1292
H -7.0322 -4.3915 2.9029
C 4.4246 0.9355 -1.2007
H 4.1994 -2.4537 1.5079
H -4.2478 -5.3395 0.5638
C -0.2362 6.6830 1.2350
H 1.5626 -3.4431 -4.5370
H 0.8927 6.7429 -4.4697
H 8.6134 -5.2628 -1.5733
C -2.6619 5.5086 5.0670
C -2.5291 0.7087 0.8338
O 4.4419 0.7227 2.3327
C -7.8040 -1.4634 4.1652
H 5.8368 1.9621 -2.4046
H -4.1142 3.3071 5.9417
H -3.1656 -5.8596 2.6916
H 3.1090 -0.7245 -1.2241
C 1.5475 -0.5255 -5.6757
H -5.8375 -9.4702 -0.4397
H -4.1057 -9.6237 -0.0856
H 4.0243 3.9999 -1.1484
H -0.0812 -1.6186 -4.7989
H 5.1318 0.1329 -1.4073
H -3.0955 1.6720 -1.2848
H -2.7684 6.0382 6.0127
H -2.9244 2.0742 5.6166
H 0.5046 7.3065 -2.8585
H 4.2724 -0.8045 -5.8106
H -3.7481 -7.4182 3.3098
C 0.9181 -3.7547 -5.3639
H -6.6170 -7.2052 0.0767
C 7.4360 -1.6103 -2.4905
C 4.9701 3.4718 -1.2358
C 0.1657 5.2671 -3.1529
C -6.9353 -3.6110 3.6537
H 0.1863 6.1942 0.3614
H -5.9827 -0.2567 0.8986
C 4.1913 -0.6527 2.6338
H -1.8402 7.3704 4.3523
C 0.1604 6.6673 -3.6693
H 8.2247 -0.8583 -2.5835
H -4.7528 -1.4155 1.4683
C 4.8297 2.1759 -2.0416
H -3.2223 -7.2842 1.6183
H 8.0080 -3.9638 -0.5113
C -5.1963 -5.8005 0.8586
H -1.8008 1.0568 -2.2695
H -0.0559 -4.0616 -4.9675
H 1.9159 0.3821 1.7382
H 3.7989 1.2824 2.7664
H 2.0103 -0.3898 -6.6568
H -0.8156 6.9874 -4.0122
C 3.9695 2.4198 -3.2811
C 1.6671 -0.2003 0.8522
O -7.9445 -2.6484 3.4043
O -5.8892 -0.6155 2.9356
H -1.7410 4.0381 6.3344
H 4.5731 1.1799 -0.1471
H -0.9883 7.4030 0.9254
H -2.1740 -0.0080 1.5678
H -2.2456 2.7953 1.4167
H 3.3985 -0.7518 3.3775
H 7.1733 -3.7165 -2.8188
C 7.8067 -1.0645 -0.2110
N 0.1815 -0.2799 0.8752
H -7.8578 -0.1747 2.4534
C -0.3106 0.4934 -0.1144
C 7.9612 -2.9621 -2.9136
H -5.9369 -5.0027 0.9793
H 4.2313 -2.0138 -4.5106
H -6.4576 -1.9030 1.3943
H 9.7399 -4.3605 -0.5415
H -7.2175 0.5787 3.9230
H -2.3840 3.7750 -1.5295
N 0.6407 0.7155 -1.1202
H -1.4210 3.8028 4.6157
H -3.7904 3.7508 3.2785
H -4.8883 2.5322 3.9152
O -1.9252 6.0079 2.8140
O 2.5076 -0.9662 -4.7280
C 1.9408 0.7627 -0.3630
O 9.1034 -3.3357 -2.1677
H 8.2556 -2.9103 -3.9663
C 3.8601 -1.4260 1.3691
C -5.7795 -1.0730 1.6044
C -5.6705 -6.7451 -0.2213
H 2.6161 0.4924 -2.3527
H -7.0661 -4.0620 4.6422
O 0.7707 -2.7269 -6.3248
H 0.5527 7.2054 1.7738
H 1.1774 0.4501 -5.3403
C 3.0207 0.3560 -1.3539
H -8.7983 -1.1685 4.5128
H 1.8618 -2.0846 1.7864
H -2.0926 1.5828 3.5302
C 0.3818 -1.4812 -5.7833
H 4.1469 3.4260 -3.6590
H 7.4014 -1.2825 0.7760
C 8.8397 -4.2798 -1.1470
H 8.8079 -1.4932 -0.2880
O -5.0675 -6.4554 2.1100
H 4.2189 1.7283 -4.0868
H -0.3686 -1.0484 -6.4524
C -3.0811 1.7158 3.0809
C -1.0627 3.2367 -3.0823
C -1.6975 6.3004 4.2122
H -0.6732 6.0462 4.4838
H 5.1068 -1.0592 3.0600
H 0.6523 -0.1335 -1.6873
H -5.9351 -3.1740 3.5848
H -1.8568 2.8446 -3.7173
H -0.7784 3.4379 -0.9139
O 1.0536 4.7845 -2.4717
N -1.5305 0.9458 -0.2089
*
```